Entry 1:
The following is a DFT calculation (ωB97M-V/def2-TZVPD) of C29H49Cl3N3O3SiTi as an isolated structure at a distorted geometry.

Results
**Net charge**: -1
**Strongest force on any atom**: 3.27 eV Å⁻¹
**Orbital gap (spin up / spin down)**: 2.51 / 6.35 eV
**Multiplicity**: 3
**Lowest unoccupied orbital energy (spin up / spin down)**: 2.1812 / 2.1611 eV
**Expectation value of S²**: 2.00
**Electronic energy**: -4044.10407 hartree
**E_HOMO (spin up / spin down)**: -0.32 / -4.19 eV

```
89
C29H49Cl3N3O3SiTi, DFT ωB97M-V/def2-TZVPD
C 0.382 1.931 -3.822
C 1.593 2.274 -3.008
H -0.014 2.794 -4.363
H -0.410 1.533 -3.167
H 0.610 1.144 -4.560
C 2.236 3.453 -3.040
C 1.972 4.557 -4.007
H 3.046 3.645 -2.333
H 1.076 4.386 -4.614
H 2.818 4.683 -4.698
H 1.855 5.520 -3.492
Ti -0.203 -0.065 -0.203
Cl 0.608 -1.845 -1.344
Cl -2.146 0.218 -1.407
H -2.248 -3.686 3.561
H -2.986 -5.094 1.499
C -2.617 -2.802 3.027
C -3.302 -4.147 1.052
N -2.528 -3.033 1.580
H -2.032 -1.927 3.311
C -1.808 -2.287 0.771
O -1.168 -1.256 1.166
H -3.149 -4.194 -0.030
H -1.775 -2.566 -0.292
H -3.667 -2.649 3.302
H -4.368 -4.009 1.254
H -0.841 3.546 -1.687
H 1.230 4.886 -0.521
C -1.293 3.565 -0.689
C 0.556 4.840 0.346
N -0.225 3.616 0.313
H -1.910 2.677 -0.569
C 0.009 2.624 1.161
O -0.557 1.495 1.101
H 1.158 4.871 1.261
H 0.757 2.820 1.949
H -1.903 4.471 -0.607
H -0.106 5.709 0.315
O 0.958 1.098 -1.073
C 1.985 1.180 -2.041
C 3.554 2.144 -0.250
C 3.356 1.360 -1.387
H 2.711 2.698 0.183
C 4.837 2.259 0.306
H 1.998 0.230 -2.603
C 4.462 0.735 -1.983
H 4.983 2.848 1.208
C 5.943 1.644 -0.292
C 5.745 0.891 -1.449
H 4.305 0.173 -2.909
H 6.947 1.749 0.131
H 6.587 0.414 -1.950
Si -6.413 -0.218 -3.403
Cl -5.513 1.170 -4.664
C -6.938 0.777 -1.898
C -4.979 -1.414 -3.214
C -7.943 -1.099 -4.090
H -6.111 1.420 -1.569
H -7.237 0.128 -1.062
H -7.789 1.422 -2.160
H -8.766 -0.387 -4.257
H -8.296 -1.864 -3.375
H -7.716 -1.603 -5.042
H -4.079 -0.862 -2.913
H -4.777 -1.886 -4.185
H -5.178 -2.196 -2.471
C 1.586 1.789 4.512
N 0.926 0.500 4.839
C -0.255 0.674 5.729
C 0.538 -0.287 3.568
C 1.732 -0.640 2.729
C 2.900 -1.046 3.412
C 4.091 -1.309 2.735
C 4.088 -1.239 1.346
C 2.879 -0.937 0.680
C 1.717 -0.608 1.344
H 0.852 2.421 3.995
H 2.463 1.608 3.889
H 1.873 2.261 5.454
H 1.607 -0.071 5.350
H -1.017 1.245 5.185
H -0.645 -0.314 5.998
H 0.050 1.215 6.625
H 0.016 -1.176 3.934
H -0.173 0.343 3.026
H 2.899 -1.148 4.499
H 5.013 -1.570 3.284
H 5.004 -1.424 0.780
H 2.908 -0.990 -0.402
```



Entry 2:
The following is a DFT calculation (ωB97M-V/def2-TZVPD) of C34H32BCl4ErF3N3O4 as an isolated structure at a distorted geometry.

Results
**Net charge**: 0
**Strongest force on any atom**: 2.29 eV Å⁻¹
**Orbital gap (spin up / spin down)**: 7.29 / 7.31 eV
**Multiplicity**: 4
**Lowest unoccupied orbital energy (spin up / spin down)**: -0.1322 / -0.1256 eV
**Expectation value of S²**: 3.75
**Electronic energy**: -4960.53249 hartree
**E_HOMO (spin up / spin down)**: -7.43 / -7.43 eV

```
82
C34H32BCl4ErF3N3O4, DFT ωB97M-V/def2-TZVPD
Er -0.092 0.890 -0.400
C -3.631 0.582 1.681
C -3.735 1.861 0.845
C -4.789 2.795 1.452
C -2.421 2.604 0.705
C -2.178 3.388 -0.428
C -1.032 4.156 -0.535
C -0.049 4.124 0.453
C 1.229 4.894 0.278
C -0.289 3.350 1.586
C -1.470 2.621 1.725
H -4.551 0.004 1.583
H -3.494 0.812 2.739
H -2.796 -0.039 1.356
H -4.062 1.589 -0.162
H -4.491 3.098 2.457
H -5.755 2.290 1.516
H -4.911 3.694 0.846
H -2.913 3.419 -1.224
H -0.871 4.755 -1.421
H 1.865 4.384 -0.448
H 1.774 4.975 1.218
H 1.029 5.897 -0.100
H 0.425 3.356 2.402
H -1.650 2.088 2.650
Cl 2.394 -0.439 -6.672
C 1.701 0.347 -5.300
C 1.396 1.698 -5.351
Cl 1.717 2.617 -6.775
C 0.832 2.315 -4.229
Cl 0.432 3.997 -4.250
C 0.579 1.613 -3.055
O 0.079 2.172 -1.970
C 0.923 0.226 -2.993
O 0.748 -0.405 -1.841
C 1.456 -0.376 -4.126
Cl 1.837 -2.062 -4.039
F 7.199 1.009 1.160
C 6.460 0.203 0.374
F 6.435 -1.008 0.960
F 7.100 0.079 -0.796
C 5.067 0.745 0.206
C 4.539 1.009 -1.043
C 3.239 1.489 -1.113
N 2.480 1.695 -0.037
C 3.013 1.448 1.164
C 4.299 0.979 1.339
H 5.111 0.836 -1.943
H 2.803 1.731 -2.073
H 2.373 1.626 2.021
H 4.696 0.790 2.327
N -2.133 -0.106 -1.273
C -2.140 -1.229 -1.575
N -2.117 -2.480 -1.928
C -3.351 -3.261 -1.991
C -3.594 -3.978 -0.651
C -2.258 -4.247 0.065
C -1.158 -4.522 -0.960
C -0.862 -3.249 -1.757
H -3.229 -3.982 -2.799
H -4.180 -2.603 -2.245
H -4.118 -4.915 -0.848
H -4.240 -3.373 -0.012
H -2.362 -5.089 0.749
H -1.971 -3.378 0.663
H -1.479 -5.328 -1.627
H -0.242 -4.852 -0.471
H -0.443 -3.476 -2.738
H -0.148 -2.616 -1.233
O 0.514 -1.849 1.365
B 0.183 -0.475 1.577
O 0.195 -0.290 2.987
C 0.510 -1.481 3.575
C 0.621 -1.795 4.913
C 0.945 -3.112 5.228
C 1.150 -4.063 4.235
C 1.034 -3.740 2.886
C 0.705 -2.436 2.582
H 0.470 -1.045 5.678
H 1.033 -3.404 6.266
H 1.408 -5.076 4.515
H 1.208 -4.473 2.108
```